{
  "formula": "C36H43BN12O3PbS",
  "method": "wB97M-V/def2-TZVPD",
  "homo_ev": [-15.75, -15.75],
  "lumo_energy_ev": [-9.693, -10.355],
  "s_squared": 0.757,
  "multiplicity": 2,
  "charge": 3,
  "elements": ["Pb", "C", "C", "C", "C", "C", "C", "C", "N", "N", "C", "C", "C", "C", "C", "C", "N", "C", "C", "C", "C", "C", "C", "N", "H", "H", "H", "H", "H", "H", "H", "H", "H", "H", "H", "H", "H", "H", "H", "H", "H", "H", "H", "H", "C", "C", "C", "C", "N", "N", "B", "N", "C", "C", "C", "C", "N", "N", "C", "C", "C", "C", "N", "N", "C", "C", "C", "C", "N", "H", "H", "H", "H", "H", "H", "H", "H", "H", "H", "H", "H", "H", "H", "H", "H", "H", "H", "H", "H", "C", "S", "O", "O", "O", "H", "H", "H"],
  "positions_angstrom": [[0.0211, 0.1240, -0.0041], [0.2974, -1.1331, 3.1425], [-0.4169, 0.2028, 3.4085], [-1.8598, 0.2153, 2.9684], [-2.9015, 0.3733, 3.8694], [-4.2038, 0.4258, 3.3955], [-4.4274, 0.3231, 2.0311], [-3.3358, 0.1581, 1.1982], [-2.0809, 0.0983, 1.6518], [1.6687, -0.9402, 2.6369], [2.4589, -0.2145, 3.6045], [3.6481, 0.5151, 3.0881], [4.3763, 1.4703, 4.0403], [5.8561, 1.4279, 3.8195], [6.4135, 0.7990, 2.7684], [5.4852, 0.4832, 1.7306], [4.2203, 0.2196, 1.9727], [2.3023, -2.2197, 2.3151], [1.7082, -2.9941, 1.1599], [1.6594, -4.3781, 1.2453], [1.2841, -5.1170, 0.1336], [0.9703, -4.4464, -1.0357], [1.0075, -3.0633, -1.0263], [1.3546, -2.3387, 0.0435], [-0.2439, -1.6958, 2.3812], [0.2925, -1.7576, 4.0468], [0.1057, 0.9954, 2.8615], [-0.3645, 0.4738, 4.4629], [-2.6923, 0.4566, 4.9273], [-5.0312, 0.5470, 4.0819], [-5.4254, 0.3642, 1.6186], [-3.4627, 0.0625, 0.1257], [2.8696, -0.8766, 4.3985], [1.8464, 0.5073, 4.1454], [4.1658, 1.0683, 5.0439], [6.4507, 2.0279, 4.4999], [7.4778, 0.7967, 2.5824], [5.8010, 0.5042, 0.6917], [2.3181, -2.8749, 3.1984], [3.3422, -2.0191, 2.0490], [1.9283, -4.8727, 2.1692], [1.2477, -6.1973, 0.1807], [0.6929, -4.9768, -1.9357], [0.7390, -2.5038, -1.9153], [-1.6678, 3.3548, 0.6703], [-2.0892, 2.7495, -0.6259], [-3.1666, 3.1131, -1.4471], [-3.1018, 2.2531, -2.5140], [-2.0334, 1.4389, -2.3505], [-1.4233, 1.7381, -1.1782], [-1.6403, 0.1904, -3.1576], [-0.1269, 0.0952, -3.4122], [0.5336, -0.2509, -4.5390], [1.8697, -0.3715, -4.2431], [1.9596, -0.1043, -2.8709], [3.1714, -0.0663, -1.9992], [0.7503, 0.1693, -2.3836], [-2.1374, -1.0727, -2.4408], [-2.9914, -2.0564, -2.7853], [-3.0767, -2.9470, -1.7440], [-2.2272, -2.4412, -0.7569], [-1.9920, -3.0424, 0.5877], [-1.6566, -1.3085, -1.1796], [-2.2702, 0.4322, -4.5869], [-1.9210, 1.5654, -5.3689], [-2.6191, 1.5022, -6.5285], [-3.3841, 0.3243, -6.4297], [-4.3311, -0.2942, -7.3542], [-3.1219, -0.3001, -5.1937], [-2.5196, 3.4523, 1.3433], [-1.2536, 4.3506, 0.5099], [-0.9062, 2.7509, 1.1667], [-3.8851, 3.8979, -1.2846], [-3.7520, 2.1746, -3.3705], [0.0242, -0.3936, -5.4783], [2.6687, -0.6173, -4.9209], [3.9946, -0.5971, -2.4731], [2.9693, -0.5326, -1.0323], [3.4835, 0.9673, -1.8365], [-3.4812, -2.0576, -3.7407], [-3.6720, -3.8424, -1.6966], [-2.2122, -4.1077, 0.5529], [-2.6436, -2.5918, 1.3379], [-0.9587, -2.9270, 0.9089], [-1.2093, 2.2819, -4.9902], [-2.5988, 2.1980, -7.3499], [-4.4817, 0.3031, -8.2481], [-5.2868, -0.4624, -6.8465], [-3.9672, -1.2902, -7.6337], [2.6158, 4.9584, 3.9334], [2.4577, 3.2200, 3.8447], [1.7740, 2.6836, 4.9775], [4.0316, 2.8495, 3.9861], [2.0612, 2.7736, 2.5372], [3.0457, 5.2123, 4.8997], [1.6016, 5.3500, 3.8573], [3.2300, 5.3046, 3.1065]]
}

{
  "formula": "C36H43CdF6N5O7S2",
  "method": "wB97M-V/def2-TZVPD",
  "homo_ev": -0.35,
  "lumo_energy_ev": 4.307,
  "charge": -2,
  "elements": ["Cd", "C", "C", "N", "C", "C", "N", "C", "C", "C", "N", "C", "C", "N", "C", "H", "H", "H", "H", "H", "H", "H", "H", "H", "H", "H", "H", "H", "H", "H", "H", "H", "H", "H", "H", "H", "H", "H", "H", "C", "O", "C", "C", "C", "C", "C", "C", "O", "C", "O", "C", "H", "H", "H", "H", "H", "H", "H", "H", "H", "C", "C", "C", "C", "C", "C", "C", "C", "C", "C", "C", "C", "C", "C", "C", "H", "H", "H", "H", "H", "H", "H", "H", "H", "H", "F", "C", "F", "F", "S", "O", "O", "N", "S", "O", "O", "C", "F", "F", "F"],
  "positions_angstrom": [[0.0199, 0.3658, -0.2872], [0.0251, -3.3865, 0.1793], [-1.1434, -2.9613, -0.7052], [-1.4149, -1.5166, -0.7299], [-2.7315, -1.1515, -0.1865], [-2.7791, -1.2175, 1.3320], [-1.8536, -0.2882, 1.9489], [-1.7625, -0.4328, 3.3978], [-0.9339, -1.6476, 3.8314], [0.5797, -1.4615, 3.7898], [1.0130, -0.8236, 2.5703], [2.4297, -0.8910, 2.2801], [2.6872, -2.0532, 1.3333], [1.9951, -1.8786, 0.0571], [1.4037, -3.1171, -0.4376], [-0.0847, -4.4568, 0.3820], [-0.0366, -2.8466, 1.1303], [-2.0497, -3.4748, -0.3641], [-0.9595, -3.2941, -1.7309], [-1.3946, -1.1788, -1.6874], [-3.5060, -1.8171, -0.5940], [-2.9452, -0.1348, -0.5054], [-2.5236, -2.2325, 1.6562], [-3.8227, -1.0464, 1.6494], [-2.0745, 0.6678, 1.6830], [-2.7688, -0.5400, 3.8403], [-1.3332, 0.4841, 3.8130], [-1.2103, -2.4972, 3.2006], [-1.2108, -1.9107, 4.8579], [1.0511, -2.4496, 3.8583], [0.9019, -0.9044, 4.6852], [0.6928, 0.1378, 2.5180], [3.0473, -0.9989, 3.1865], [2.7202, 0.0432, 1.7958], [2.2968, -2.9628, 1.8031], [3.7662, -2.2096, 1.1941], [2.6042, -1.4757, -0.6424], [2.0675, -3.9711, -0.2356], [1.3192, -3.0522, -1.5220], [-1.9313, 6.5875, 1.4005], [-2.1686, 6.5696, 0.0004], [-2.1382, 5.3541, -0.6140], [-2.1243, 5.4082, -2.0323], [-1.9960, 4.2401, -2.7240], [-1.8924, 2.9794, -2.0898], [-1.6367, 1.7928, -2.8626], [-1.7172, 1.8445, -4.3772], [-1.3445, 0.6953, -2.3558], [-2.0105, 2.9133, -0.6512], [-2.0051, 1.8294, -0.0019], [-2.1102, 4.1611, 0.0519], [-1.8653, 7.6357, 1.6831], [-0.9950, 6.0836, 1.6481], [-2.7510, 6.1143, 1.9489], [-2.1584, 6.3700, -2.5252], [-1.9370, 4.2890, -3.8048], [-2.7058, 2.1747, -4.7026], [-1.5182, 0.8477, -4.7634], [-0.9796, 2.5380, -4.7816], [-2.1026, 4.0931, 1.1295], [0.9845, 1.8431, 0.8263], [1.2047, 2.7764, 1.5913], [1.4087, 3.8533, 2.4996], [1.3203, 3.6100, 3.9159], [0.9463, 4.6013, 4.8626], [0.8234, 4.3243, 6.2123], [1.0549, 3.0461, 6.7178], [1.4062, 2.0497, 5.8103], [1.5343, 2.3183, 4.4583], [1.5622, 5.1712, 1.9114], [2.1213, 6.2812, 2.5919], [2.2619, 7.5207, 1.9888], [1.8678, 7.7337, 0.6707], [1.3457, 6.6499, -0.0325], [1.2008, 5.4090, 0.5616], [0.7114, 5.5968, 4.5105], [0.5207, 5.1203, 6.8862], [0.9578, 2.8345, 7.7757], [1.5912, 1.0419, 6.1688], [1.8285, 1.5301, 3.7750], [2.4764, 6.1498, 3.6056], [2.7035, 8.3352, 2.5557], [1.9763, 8.7054, 0.2040], [1.0381, 6.7764, -1.0656], [0.7952, 4.5828, -0.0098], [3.1361, -0.0322, -5.1757], [1.8237, 0.0645, -4.9826], [1.2038, -0.0193, -6.1546], [1.5723, 1.2704, -4.4660], [1.2037, -1.2457, -3.7827], [1.1663, -0.5212, -2.5409], [-0.0339, -1.7229, -4.3355], [2.3412, -2.3571, -3.6818], [2.5145, -3.3551, -4.9103], [2.3017, -2.7403, -6.1926], [3.6787, -4.1634, -4.7061], [1.1097, -4.6035, -4.7540], [0.1955, -4.4277, -5.7018], [1.6015, -5.8420, -4.8903], [0.5043, -4.5456, -3.5675]]
}

The records above yield ΔE to the lowest compared entry with this formula, charge and spin values of 0.000; 0.347 eV, respectively.
The records above yield largest force on an atom values of 0.17; 0.57 eV/A, respectively.